# 1
Formula: C34H77IN2O5P
Source: the Open Molecules 2025 dataset
Level of theory: ωB97M-V with the def2-TZVPD basis set

```
120
Properties=species:S:1:pos:R:3:mulliken_charge:R:1
C 5.21 -7.58 1.06 -1.288
C 5.64 -6.67 -0.09 -0.200
C 6.77 -5.71 0.31 -1.101
C 6.29 -4.28 0.47 -0.574
C 6.25 -3.50 -0.84 -0.953
C 5.24 -2.32 -0.83 -0.677
C 4.14 -2.62 -1.85 -0.916
C 2.76 -1.92 -1.60 -0.113
C 1.70 -3.00 -1.38 -0.765
C 0.21 -2.63 -1.64 -0.693
C -0.15 -1.17 -1.89 -1.507
C -0.47 -0.23 -0.67 0.506
C -1.91 -0.60 -0.28 -0.711
C -2.27 -0.96 1.19 -1.148
C -1.38 -1.88 2.02 -0.174
C -1.53 -1.35 3.49 -0.915
P -0.09 -0.58 4.26 0.006
I 1.76 -2.09 4.43 0.116
C 0.35 1.02 3.54 0.108
C 1.51 1.74 4.29 -0.990
C 2.84 1.55 3.59 -0.310
C 3.77 2.78 3.73 -0.808
C 3.88 3.52 2.42 -0.389
O 5.15 4.14 2.42 -0.427
C 5.54 4.48 1.12 -0.743
H 5.72 -8.53 1.03 0.328
H 4.15 -7.80 0.98 0.348
H 5.41 -7.14 2.02 0.340
H 6.00 -7.32 -0.88 0.364
H 4.77 -6.15 -0.48 0.144
H 7.57 -5.80 -0.41 0.378
H 7.15 -6.05 1.26 0.470
H 5.29 -4.32 0.88 0.359
H 6.94 -3.78 1.17 0.396
H 6.03 -4.19 -1.64 0.531
H 7.25 -3.12 -1.01 0.410
H 4.82 -2.20 0.15 0.541
H 5.79 -1.46 -1.15 0.307
H 4.51 -2.28 -2.81 0.251
H 4.01 -3.68 -1.94 0.452
H 2.59 -1.33 -2.48 0.308
H 2.82 -1.31 -0.71 0.022
H 1.93 -3.79 -2.09 0.448
H 1.84 -3.45 -0.41 0.233
H -0.40 -2.97 -0.81 0.116
H -0.09 -3.23 -2.48 0.489
H -1.11 -1.20 -2.39 0.508
H 0.52 -0.69 -2.58 0.684
H 0.26 -0.31 0.13 -0.153
H -0.37 0.77 -1.06 0.195
H -2.31 -1.38 -0.91 0.350
H -2.51 0.27 -0.49 0.207
H -3.23 -1.46 1.10 0.244
H -2.48 -0.05 1.73 0.642
H -0.37 -1.96 1.66 0.178
H -1.78 -2.88 2.01 0.479
H -1.76 -2.21 4.10 0.398
H -2.33 -0.63 3.57 0.619
H -0.46 -0.31 5.59 0.283
H -0.49 1.70 3.51 0.183
H 0.66 0.87 2.52 -0.201
H 1.61 1.26 5.26 0.593
H 1.27 2.78 4.43 0.332
H 3.35 0.69 3.98 0.404
H 2.72 1.36 2.53 0.232
H 3.35 3.40 4.50 0.423
H 4.75 2.44 4.00 0.313
H 3.12 4.30 2.37 0.161
H 3.82 2.86 1.56 0.494
H 4.96 5.31 0.72 0.281
H 6.57 4.81 1.15 0.292
H 5.48 3.62 0.47 0.321
C -3.38 7.84 0.44 -0.699
O -2.00 7.90 0.15 -0.338
C -1.19 8.25 1.27 -0.872
C -0.35 7.07 1.72 -0.110
N -1.19 6.04 2.34 -0.286
C -0.50 4.77 2.56 -0.720
C 0.02 4.01 1.34 -0.114
O -0.99 3.48 0.51 -0.314
C -1.52 4.39 -0.45 -0.689
H -3.91 7.75 -0.51 0.240
H -3.63 6.96 1.06 0.293
H -3.72 8.74 0.94 0.346
H -1.78 8.65 2.09 0.417
H -0.51 9.03 0.93 0.407
H 0.39 7.41 2.45 0.368
H 0.18 6.68 0.84 0.171
H -1.99 5.87 1.75 0.118
H -1.22 4.12 3.07 0.246
H 0.33 4.94 3.25 0.387
H 0.56 3.13 1.73 -0.135
H 0.75 4.58 0.76 0.383
H -0.77 5.10 -0.80 0.342
H -2.39 4.92 -0.05 0.208
H -1.86 3.81 -1.31 0.299
C -5.62 -3.27 -6.28 -0.701
O -6.60 -2.32 -5.91 -0.338
C -7.68 -2.86 -5.15 -0.819
C -7.63 -2.37 -3.72 -0.166
N -6.50 -2.95 -3.00 -0.305
C -6.23 -2.33 -1.70 -0.784
C -5.84 -0.85 -1.68 -0.566
O -4.57 -0.57 -2.25 -0.228
C -4.56 -0.43 -3.66 -0.761
H -4.96 -2.80 -7.01 0.237
H -5.02 -3.59 -5.42 0.283
H -6.08 -4.15 -6.75 0.344
H -7.69 -3.96 -5.19 0.408
H -8.60 -2.50 -5.60 0.400
H -8.56 -2.65 -3.21 0.371
H -7.57 -1.27 -3.75 0.167
H -5.67 -2.87 -3.57 0.062
H -5.41 -2.89 -1.25 0.385
H -7.10 -2.47 -1.06 0.426
H -5.76 -0.56 -0.63 0.333
H -6.61 -0.20 -2.11 0.389
H -5.49 0.00 -4.04 0.381
H -4.36 -1.38 -4.15 0.185
H -3.74 0.24 -3.92 0.321
```

As for the total charge: +1. The frontier orbital gap comes out at 0.229 Eh. For the lowest unoccupied orbital energy, the calculation gives -0.14886 Ha.

---

# 2
Formula: C4H9NO2
Source: the Open Molecules 2025 dataset
Level of theory: ωB97M-V with the def2-TZVPD basis set

```
16
Properties=species:S:1:pos:R:3:nbo_charge:R:1
C -1.58 0.77 -0.18 -0.418
N -0.98 -0.55 0.12 -0.495
C -0.73 -0.76 1.56 -0.349
C 0.33 -1.03 0.64 0.741
O 1.23 -1.78 0.38 -0.585
H -2.54 0.85 0.37 0.203
H -1.83 0.90 -1.24 0.207
H -0.96 1.62 0.14 0.195
H -1.18 -1.64 2.00 0.206
H -0.69 0.15 2.16 0.205
H 0.01 -0.53 -1.68 0.040
H 0.54 -0.31 -2.15 -0.039
C 2.11 0.56 -0.54 0.299
O 1.29 0.78 0.32 -0.515
H 2.48 1.41 -1.12 0.132
H 2.48 -0.45 -0.77 0.172
```

As for the SMILES: CN1CC1=O.[H][H].C=O. The frontier orbital gap comes out at 0.338 Eh. The energy above the lowest of the compared OMol25 structures with the same formula, charge and spin is 544.7 kJ/mol. For the lowest unoccupied orbital energy, the calculation gives 0.01470 Ha.

---

# 3
Formula: C19H28N5O4S2Se2Ti
Source: the Open Molecules 2025 dataset
Level of theory: ωB97M-V with the def2-TZVPD basis set

```
61
Properties=species:S:1:pos:R:3:mulliken_charge:R:1
Ti -0.61 0.55 0.66 1.034
Se -2.10 2.81 -1.54 -0.198
Se -0.77 4.61 0.51 -0.162
C 0.91 3.83 0.11 -0.087
C 2.00 4.67 -0.13 -0.585
C 3.18 4.14 -0.60 -0.222
C 3.23 2.77 -0.84 -0.829
C 2.12 2.00 -0.54 -0.268
N 0.99 2.50 -0.03 0.203
C -3.15 2.64 0.02 -0.354
C -4.35 3.32 0.21 -0.733
C -4.93 3.29 1.46 -0.112
C -4.31 2.58 2.49 -0.836
C -3.14 1.90 2.20 -0.249
N -2.59 1.90 0.98 0.542
H 1.88 5.74 0.02 0.353
H 4.04 4.77 -0.80 0.361
H 4.12 2.30 -1.24 0.414
H 2.12 0.93 -0.67 0.416
H -4.77 3.90 -0.60 0.392
H -5.86 3.83 1.65 0.377
H -4.72 2.55 3.49 0.397
H -2.61 1.32 2.94 0.472
O -0.65 0.29 2.27 -0.749
C 0.54 -6.88 -0.33 -1.115
C 1.64 -5.90 -0.73 -0.221
C 1.88 -4.76 0.25 -0.900
S 0.62 -3.45 0.36 0.393
O -0.68 -4.19 0.58 -0.900
C 0.72 -2.92 -1.40 -0.510
C -0.44 -3.40 -2.27 -0.078
C -1.36 -2.26 -2.70 -1.156
H 0.52 -7.74 -1.00 0.381
H -0.44 -6.39 -0.35 0.165
H 0.70 -7.24 0.69 0.307
H 1.44 -5.51 -1.73 0.160
H 2.59 -6.46 -0.82 0.425
H 2.81 -4.22 0.03 0.349
H 1.97 -5.15 1.27 0.508
H 1.67 -3.31 -1.77 0.631
H 0.80 -1.84 -1.33 0.202
H -1.01 -4.16 -1.72 -0.138
H -0.04 -3.90 -3.16 0.375
H -1.82 -1.77 -1.85 -0.040
H -2.14 -2.62 -3.37 0.398
H -0.79 -1.49 -3.24 0.430
O 3.54 -1.26 -0.33 -0.181
N 3.13 -1.08 0.73 0.163
O 0.68 -0.35 0.02 -0.491
S -3.24 -0.77 0.41 -0.177
C -3.77 -2.18 -0.32 -0.363
N -3.25 -3.40 -0.20 0.291
C -3.93 -4.39 -1.03 -0.361
C -5.11 -3.59 -1.62 -0.564
N -4.85 -2.25 -1.14 -0.082
H -2.32 -3.54 0.22 0.166
H -4.27 -5.23 -0.43 0.390
H -3.26 -4.77 -1.80 0.174
H -6.07 -3.97 -1.27 0.296
H -5.11 -3.62 -2.72 0.299
H -5.42 -1.44 -1.31 0.190
```

As for the spin multiplicity: 3. The expectation value of S² is 2.0102. As for the total charge: -1. The frontier orbital gap (alpha / beta) comes out at 0.226 / 0.233 Eh. The energy above the lowest of the compared OMol25 structures with the same formula, charge and spin is 38.1 kJ/mol. For the lowest unoccupied orbital energy (alpha / beta), the calculation gives 0.08755 / 0.07232 Ha.

---

Total energy in eV, matching the order above: -67103.62899; -9874.41479; -211277.07214